(1)
The following is a quantum chemistry calculation of a single C19H22N2O4S molecule at a distorted geometry, from OMol25.

Last column: Mulliken charge in e.
Element x y z (Å)
1 O 4.3841 1.3179 2.8698  -0.607
2 O -1.8902 -2.4935 -2.3350  -0.623
3 O -0.7248 -3.7948 -4.1052  -0.650
4 O -2.0153 1.7285 3.0094  -0.543
5 C 3.6119 1.4267 3.8296  0.872
6 C -0.1631 1.7508 4.4761  -0.763
7 C 1.2110 1.7083 4.6445  -0.420
8 C 1.3857 1.6417 -0.7944  -0.146
9 C 1.5790 1.2388 2.3001  -0.519
10 C -0.0818 -0.2447 -1.0986  -0.825
11 C 1.9855 1.3916 -2.0504  -1.140
12 C -0.6562 1.6376 3.1793  0.866
13 C 2.1126 1.4951 3.5931  -0.485
14 C 0.3103 0.8530 -0.3271  -0.127
15 C 0.1931 1.3537 2.0910  -0.024
16 C 0.5464 -0.5530 -2.3210  -0.174
17 C 1.5601 0.2519 -2.7928  1.144
18 N -0.3786 1.1604 0.7983  -0.098
19 N 0.3743 -1.5725 -3.2529  -0.060
20 C 4.2060 1.6053 5.2288  -1.338
21 C -3.8947 3.2351 2.3684  -1.269
22 C -2.4050 3.0900 2.7436  -0.109
23 C 2.0336 -0.2010 -4.1633  -0.872
24 C 1.4083 -1.6074 -4.3351  -0.601
25 C 0.3316 -3.7456 -1.5962  -0.937
26 S -0.6067 -2.9518 -2.9032  1.075
27 H -0.7828 1.9666 5.3133  0.518
28 H 1.6139 1.8195 5.6775  0.247
29 H 1.6838 2.4794 -0.1784  0.621
30 H 2.2679 1.0734 1.4711  0.752
31 H -0.8657 -0.8637 -0.7110  0.610
32 H 2.8207 1.9721 -2.4401  0.380
33 H -1.3695 0.9624 0.7844  0.294
34 H 5.2804 1.4829 5.2116  0.349
35 H 3.8015 0.8729 5.9753  0.340
36 H 3.9952 2.5962 5.6132  0.358
37 H -4.0213 2.9994 1.2975  0.309
38 H -4.2471 4.2654 2.5114  0.356
39 H -4.5730 2.5531 2.8633  0.330
40 H -2.2822 3.6203 3.6917  0.353
41 H -1.7472 3.5336 1.9768  0.253
42 H 1.6506 0.4441 -4.9225  0.295
43 H 3.1345 -0.1566 -4.1916  0.395
44 H 2.1471 -2.4427 -4.2104  0.288
45 H 0.9660 -1.7077 -5.3581  0.251
46 H 0.5025 -3.0701 -0.8154  0.399
47 H -0.2609 -4.5942 -1.2408  0.357
48 H 1.2694 -4.1279 -1.9749  0.320

* M: 374.46 g mol⁻¹
* ΔE to the lowest compared entry with this formula, charge and spin: 64.6 kcal per mole
* highest occupied orbital energy: -7.74 eV
* SMILES: CCOc1ccc(C(C)=O)cc1Nc1ccc2c(c1)N(S(C)(=O)=O)CC2

=====

(2)
The following is a quantum chemistry calculation of a single C19H22N2O5S molecule, from OMol25.

Last column: Mulliken charge in e.
Element x y z (Å)
1 C 2.6279 0.4567 2.1654  -0.826
2 C 2.2405 0.7688 0.7246  -0.025
3 N 2.2180 2.1832 0.4144  -0.249
4 S 0.8546 3.0202 0.9017  1.461
5 O 1.1529 4.4086 0.7097  -0.738
6 O 0.3875 2.5995 2.1953  -0.677
7 C -0.3079 2.4633 -0.3326  -0.113
8 C -1.4176 1.7394 0.0498  -0.345
9 C -2.2896 1.2780 -0.9211  -0.382
10 C -2.0490 1.5325 -2.2665  0.795
11 C -0.9357 2.2872 -2.6263  -0.517
12 C -0.0637 2.7539 -1.6604  -0.739
13 H 0.8073 3.3350 -1.9150  0.414
14 H -0.7469 2.4967 -3.6680  0.401
15 C -2.9279 0.9263 -3.3288  -1.331
16 H -3.8068 0.4772 -2.8621  0.420
17 H -3.2785 1.6985 -4.0156  0.414
18 C -2.1390 -0.1336 -4.1283  -0.826
19 C -1.1042 -0.8129 -3.2420  0.421
20 O 0.0819 -0.7498 -3.4598  -0.623
21 N -1.6643 -1.4661 -2.1793  -0.074
22 C -1.0396 -1.9325 -1.0244  0.789
23 C 0.3459 -1.9917 -0.8877  -0.657
24 C 0.9034 -2.4169 0.3008  -0.516
25 C 0.0947 -2.7943 1.3693  0.234
26 C -1.2911 -2.7581 1.2218  -1.149
27 C -1.8520 -2.3311 0.0395  -0.261
28 H -2.9275 -2.2987 -0.0667  0.362
29 H -1.9087 -3.0631 2.0526  0.472
30 C 0.6518 -3.2327 2.6670  0.436
31 O -0.0002 -3.6989 3.5691  -0.618
32 O 1.9815 -3.0469 2.7459  -0.279
33 C 2.5851 -3.4343 3.9710  -0.765
34 H 3.6505 -3.2507 3.8571  0.238
35 H 2.1801 -2.8441 4.7956  0.315
36 H 2.3955 -4.4910 4.1701  0.342
37 H 1.9756 -2.4618 0.4044  0.536
38 H 0.9732 -1.6943 -1.7106  0.522
39 H -2.6741 -1.4699 -2.1343  0.247
40 H -2.8183 -0.8750 -4.5524  0.405
41 H -1.5925 0.3363 -4.9455  0.430
42 H -3.1615 0.7121 -0.6253  0.305
43 H -1.5761 1.5423 1.0983  0.539
44 H 3.0577 2.6755 0.6804  0.325
45 H 2.9304 0.2850 0.0258  0.404
46 H 1.2326 0.3999 0.5194  -0.201
47 H 2.5803 -0.6151 2.3381  0.015
48 H 1.9399 0.9579 2.8412  0.300
49 H 3.6395 0.8025 2.3704  0.364

* M: 390.46 g mol⁻¹
* ΔE to the lowest compared entry with this formula, charge and spin: 18.3 kcal per mole
* highest occupied orbital energy: -8.96 eV
* SMILES: CCNS(=O)(=O)c1ccc(CCC(=O)Nc2ccc(C(=O)OC)cc2)cc1

=====

(3)
The following is a quantum chemistry calculation of a gas-phase ion, C19H22N3 (charge +1) at a distorted geometry, from OMol25.

Last column: Mulliken charge in e.
Element x y z (Å)
1 C -2.4603 2.4141 -1.9744  -1.379
2 N -1.7900 1.2893 -1.3238  0.066
3 C -0.5818 0.9246 -1.8901  0.817
4 C -0.2303 1.5306 -3.1045  -0.861
5 C 0.9216 1.1018 -3.7741  -0.747
6 C 1.6696 0.0301 -3.3003  -1.015
7 C 1.3058 -0.6198 -2.1267  -0.421
8 C 0.2041 -0.1714 -1.3913  0.600
9 C -0.1803 -0.9098 -0.1675  -0.329
10 C -1.5278 -0.4111 0.3943  0.215
11 C -2.2641 0.6816 -0.1807  1.662
12 C -3.5761 0.9757 0.2599  -1.130
13 C -4.1046 0.2195 1.3028  -0.671
14 C -3.4190 -0.8703 1.8482  -0.976
15 C -2.1421 -1.2066 1.3589  -0.851
16 H -3.3259 2.8144 -1.3630  0.300
17 H -1.7948 3.2770 -2.0855  0.453
18 H -2.8678 2.1667 -2.9681  0.428
19 H -0.8413 2.3072 -3.4986  0.510
20 H 1.1788 1.6700 -4.6658  0.411
21 H 2.5356 -0.2906 -3.8769  0.393
22 H 1.8363 -1.5651 -1.8622  0.357
23 H -0.1309 -1.9731 -0.1488  0.631
24 H -4.1834 1.7569 -0.1935  0.255
25 H -5.0852 0.5010 1.7101  0.378
26 H -3.8609 -1.4761 2.6293  0.398
27 H -1.6933 -2.1627 1.6404  0.394
28 C 0.8159 1.3910 1.3179  -1.213
29 C 1.4698 0.0437 1.4187  0.973
30 N 1.1177 -1.0356 0.7512  0.265
31 C 1.9842 -2.2042 0.7590  -0.698
32 C 2.6911 -2.4016 2.1289  -0.726
33 C 3.3166 -1.0576 2.5927  -0.645
34 N 2.4431 0.1027 2.3167  -0.246
35 H 1.3564 1.9882 2.0690  0.414
36 H 0.9834 1.8527 0.3412  0.248
37 H -0.2523 1.4153 1.5832  0.289
38 H 1.4615 -3.1304 0.5041  0.373
39 H 2.8234 -2.0869 0.0529  0.412
40 H 1.9213 -2.7344 2.8688  0.348
41 H 3.5038 -3.1645 2.0706  0.339
42 H 3.5338 -1.1317 3.6701  0.322
43 H 4.2541 -0.8628 2.0050  0.337
44 H 2.9847 1.0122 2.3020  0.321

* M: 292.41 g mol⁻¹
* total charge: +1
* ΔE to the lowest compared entry with this formula, charge and spin: 13.2 kcal per mole
* highest occupied orbital energy: -10.43 eV
* SMILES: CC1=[NH+]CCCN1C1c2ccccc2N(C)c2ccccc21

=====

(4)
The following is a quantum chemistry calculation of a single C19H22N4O3S molecule at a distorted geometry, from OMol25.

Last column: Mulliken charge in e.
Element x y z (Å)
1 C 3.4810 1.1489 -1.7744  -1.433
2 C 2.3363 1.2651 -0.7778  0.024
3 H 2.4905 0.5740 0.0563  0.173
4 H 2.2435 2.2837 -0.3959  0.331
5 O 1.0837 0.9816 -1.3953  -0.382
6 C 0.7353 -0.3214 -1.4553  0.666
7 O 1.3386 -1.2144 -0.9019  -0.618
8 N -0.3460 -0.5275 -2.2398  0.266
9 C -0.8727 -1.8696 -2.3786  -0.800
10 H -0.5067 -2.4599 -1.5359  0.392
11 C -2.4086 -1.8211 -2.4089  -0.838
12 N -2.9022 -0.7432 -1.5924  0.212
13 C -3.5882 -0.8293 -0.4281  0.928
14 O -4.1104 0.1413 0.0792  -0.677
15 C -3.8357 -2.2076 0.1716  -1.154
16 H -4.4939 -2.7994 -0.4666  0.464
17 H -4.3227 -2.0472 1.1340  0.495
18 S -2.3801 -3.2671 0.4669  -0.198
19 C -1.2182 -2.1048 1.0684  0.436
20 N -1.5316 -0.8284 0.9522  -0.004
21 N -0.7395 0.0908 1.3922  -0.876
22 C 0.4167 -0.2071 1.9733  0.707
23 C 0.8395 -1.5474 2.0786  -0.589
24 C 0.0001 -2.5281 1.6162  -0.696
25 H 0.2540 -3.5758 1.6489  0.416
26 H 1.8043 -1.8032 2.4860  0.347
27 C 1.2000 0.9348 2.4564  1.032
28 C 2.3182 0.7800 3.2742  -0.368
29 C 3.0308 1.8850 3.7021  -0.816
30 C 2.6403 3.1589 3.3258  -0.455
31 C 1.5228 3.3247 2.5227  -0.701
32 C 0.8076 2.2251 2.0928  -0.395
33 H -0.0656 2.3377 1.4701  0.457
34 H 1.2086 4.3169 2.2335  0.395
35 H 3.2009 4.0185 3.6623  0.405
36 H 3.8945 1.7504 4.3368  0.399
37 H 2.6342 -0.2012 3.5944  0.290
38 C -2.5082 0.5856 -2.0297  -0.880
39 C -1.1764 0.5160 -2.7908  -0.721
40 H -0.6521 1.4665 -2.7160  0.336
41 H -1.3472 0.2895 -3.8495  0.381
42 H -3.2854 1.0260 -2.6662  0.344
43 H -2.4132 1.1961 -1.1287  0.462
44 H -2.7518 -1.6462 -3.4364  0.379
45 H -2.8116 -2.7766 -2.0795  0.385
46 H -0.4961 -2.3266 -3.3028  0.397
47 H 4.4128 1.4280 -1.2911  0.437
48 H 3.5598 0.1236 -2.1281  0.324
49 H 3.3099 1.8044 -2.6250  0.321

* M: 386.48 g mol⁻¹
* ΔE to the lowest compared entry with this formula, charge and spin: 36.4 kcal per mole
* highest occupied orbital energy: -8.32 eV
* SMILES: CCOC(=O)N1CCN(C(=O)CSc2ccc(-c3ccccc3)nn2)CC1